# 1
The following is a DFT calculation (ωB97M-V with the def2-TZVPD basis set) of C26H53InO27P as an isolated structure at a distorted geometry.

As for the net charge: -1. As for the LUMO energy: 1.54 eV. For the total energy, the calculation gives -3585.5280 Ha. For the HOMO energy, the calculation gives -5.405 eV. For the gap between HOMO and LUMO, the calculation gives 6.95 eV.

Geometry as XYZ:
```
108
Properties=species:S:1:pos:R:3:forces:R:3
C -0.394245 3.450533 0.757377 -0.48 -1.16 -0.62
C -1.473525 4.036212 0.776741 0.15 -0.27 -0.01
In -3.564282 4.919077 0.583224 0.97 0.92 -0.53
P -5.190179 2.994280 0.906166 0.69 -1.00 1.62
O -4.986923 2.467942 2.312009 -1.01 0.88 -1.80
O -4.724208 1.714568 -0.140642 -0.54 1.32 0.39
O -6.824173 3.396983 0.663992 1.61 -0.97 -0.96
H 0.329702 2.626172 0.551371 -0.73 1.48 0.51
H -3.782671 6.288044 1.694863 -0.05 -0.52 -0.19
H -3.685740 5.406546 -1.158552 -0.05 -0.16 0.43
H -3.750583 1.830660 -0.197214 -0.67 -0.10 -0.01
H -6.939977 3.616326 -0.286206 0.02 -0.11 0.67
C -4.829873 1.331456 9.152621 -0.01 -0.02 0.23
O -4.666066 1.848032 7.836489 -0.03 -0.11 0.08
C -4.821533 0.933890 6.862549 0.09 0.28 -0.73
O -5.077958 -0.235673 7.029881 0.03 0.16 0.26
O -4.644170 1.542124 5.693466 -0.06 -0.23 0.75
C -4.781090 0.683565 4.553265 0.21 -0.25 -0.79
H -4.682563 2.154523 9.851214 0.03 0.09 -0.24
H -5.838133 0.936612 9.289436 0.12 -0.13 -0.04
H -4.084119 0.562229 9.360783 -0.16 -0.07 -0.05
H -5.787503 0.264157 4.507995 0.10 -0.06 0.14
H -4.032670 -0.111674 4.580156 -0.16 -0.07 0.24
H -4.616708 1.286107 3.653907 -0.11 -0.04 0.59
C -3.657208 10.770844 1.859239 0.00 -0.10 0.38
O -3.496292 11.283816 0.536907 0.01 0.06 -0.19
C -3.661515 10.366975 -0.427720 0.02 -0.01 -0.03
O -3.921829 9.207109 -0.260233 -0.04 0.22 -0.04
O -3.485181 10.970857 -1.611852 0.02 0.11 0.18
C -3.634000 10.101757 -2.735212 -0.03 -0.21 -0.33
H -3.502165 11.595392 2.554192 0.03 0.11 -0.26
H -4.666459 10.382016 2.001503 0.13 -0.14 -0.07
H -2.915296 9.998391 2.065873 -0.18 -0.08 -0.08
H -4.642729 9.687263 -2.771454 0.13 -0.11 0.09
H -2.891156 9.303398 -2.705621 -0.17 -0.04 0.10
H -3.470603 10.694424 -3.634610 0.02 0.18 0.22
C 2.671506 -1.162669 -0.471303 0.37 -0.06 -0.02
O 1.372744 -0.586044 -0.362178 -0.16 -0.10 -0.05
C 0.381812 -1.384265 -0.780553 -0.18 0.25 0.09
O 0.510640 -2.500485 -1.220145 0.06 0.14 0.07
O -0.771010 -0.728527 -0.625567 0.32 -0.11 -0.03
C -1.924993 -1.462415 -1.033484 -0.44 -0.08 -0.08
H 3.391535 -0.431975 -0.105962 -0.26 0.10 0.02
H 2.747356 -2.060281 0.144486 -0.05 -0.02 -0.16
H 2.906709 -1.388706 -1.512443 -0.07 -0.14 0.10
H -2.033029 -2.371375 -0.439689 0.11 0.00 -0.13
H -1.873991 -1.700207 -2.097218 0.10 -0.11 0.11
H -2.795470 -0.830883 -0.860843 0.23 0.13 0.10
C 8.662738 -2.758926 -1.299582 0.40 0.07 -0.01
O 7.240368 -2.688756 -1.215740 -0.15 -0.17 0.02
C 6.649668 -3.856043 -0.930414 -0.21 0.21 0.00
O 7.211328 -4.907606 -0.748876 -0.02 0.13 -0.06
O 5.329611 -3.651649 -0.882369 0.30 0.05 -0.03
C 4.562561 -4.820979 -0.585038 -0.37 -0.32 0.07
H 9.031755 -1.761578 -1.533732 -0.29 0.01 0.02
H 9.090062 -3.070488 -0.345263 -0.02 -0.12 -0.12
H 8.968674 -3.436680 -2.098141 -0.03 -0.08 0.16
H 4.825339 -5.213817 0.398215 0.11 -0.03 -0.14
H 4.704357 -5.581328 -1.354690 0.10 0.01 0.12
H 3.512384 -4.532137 -0.573418 0.15 0.22 -0.08
C 6.760546 -6.321536 -4.057830 0.20 0.19 0.35
O 6.317182 -6.936614 -5.267049 -0.19 -0.13 -0.11
C 5.139850 -7.564505 -5.161368 0.11 0.05 -0.10
O 4.465802 -7.640919 -4.166746 0.10 0.00 -0.16
O 4.842349 -8.093020 -6.355705 0.12 0.10 0.13
C 3.602453 -8.798085 -6.390123 -0.32 -0.20 -0.09
H 7.718870 -5.845239 -4.259584 -0.09 -0.12 -0.23
H 6.054590 -5.554859 -3.734495 -0.03 -0.16 0.05
H 6.903497 -7.067736 -3.275327 -0.16 0.10 0.00
H 2.772402 -8.129212 -6.158618 0.08 -0.08 0.14
H 3.620255 -9.642717 -5.699884 -0.05 0.16 0.07
H 3.468015 -9.179709 -7.401278 0.24 0.14 0.01
C 14.937960 -3.736906 0.737876 0.37 0.06 -0.04
O 13.515730 -3.665570 0.820470 -0.15 -0.12 0.03
C 12.922680 -4.833113 1.104192 -0.14 0.11 -0.01
O 13.481334 -5.884180 1.284687 -0.06 0.18 -0.03
O 11.601571 -4.625668 1.151551 0.25 0.08 -0.04
C 10.833487 -5.793192 1.446829 -0.34 -0.28 0.09
H 15.305405 -2.738562 0.504785 -0.28 0.01 0.02
H 15.364083 -4.049429 1.692274 -0.05 -0.13 -0.11
H 15.243991 -4.414441 -0.060538 -0.03 -0.07 0.16
H 11.095238 -6.187786 2.429604 0.12 -0.04 -0.14
H 10.974946 -6.552218 0.676451 0.11 0.01 0.13
H 9.783683 -5.503360 1.458232 0.15 0.21 -0.09
C -5.651143 -3.564489 5.199680 -0.01 0.05 0.51
O -5.489396 -3.060003 3.875044 -0.02 -0.16 -0.30
C -5.644854 -3.973085 2.912203 0.05 0.27 0.10
O -5.900588 -5.140535 3.075195 0.03 0.14 -0.08
O -5.466747 -3.364698 1.732509 -0.01 -0.08 0.17
C -5.603823 -4.223554 0.603838 -0.01 -0.12 -0.32
H -5.501915 -2.733474 5.888744 0.03 0.13 -0.28
H -6.659367 -3.956955 5.341852 0.12 -0.12 -0.09
H -4.904833 -4.331418 5.413447 -0.15 -0.07 -0.10
H -6.609963 -4.643343 0.558852 0.12 -0.09 0.09
H -4.856033 -5.017895 0.630704 -0.15 -0.04 0.08
H -5.439168 -3.622587 -0.289530 0.02 0.17 0.23
C -7.212996 7.152720 -1.831283 0.00 -0.17 0.55
O -7.049842 7.661097 -3.157477 -0.05 -0.06 -0.35
C -7.215341 6.748055 -4.119181 0.10 0.14 0.25
O -7.480521 5.585647 -3.955355 -0.02 0.19 -0.14
O -7.034595 7.354212 -5.303211 -0.02 0.02 0.10
C -7.182239 6.491297 -6.427957 0.00 -0.15 -0.29
H -7.057411 7.976065 -1.136066 0.10 0.08 -0.27
H -8.224033 6.767456 -1.688198 0.10 -0.09 -0.11
H -6.471774 6.379577 -1.621748 -0.09 0.02 -0.07
H -8.191977 6.079655 -6.468026 0.12 -0.10 0.09
H -6.441281 5.691047 -6.399519 -0.16 -0.04 0.09
H -7.015068 7.086646 -7.324849 0.03 0.16 0.22
```
Positions in Å, forces in eV/Å.

# 2
The following is a DFT calculation (ωB97M-V with the def2-TZVPD basis set) of a 3-piece molecular cluster, C26H53N5O6P overall at a distorted geometry.

As for the net charge: -1. As for the LUMO energy: 2.29 eV. For the total energy, the calculation gives -2089.1281 Ha. For the HOMO energy, the calculation gives -4.523 eV. For the gap between HOMO and LUMO, the calculation gives 6.81 eV.

Geometry as XYZ:
```
91
Properties=species:S:1:pos:R:3:forces:R:3
C 4.319351 -3.174065 1.426993 -0.42 -0.15 0.30
C 3.096101 -2.309764 0.989562 1.28 0.11 0.20
N 2.782675 -2.446938 -0.422733 -0.62 -0.41 0.42
C 1.481668 -3.090475 -0.698817 1.40 0.19 0.08
C 1.625934 -4.504051 -0.090353 0.74 -0.13 -0.65
O 0.943342 -5.533497 -0.845860 -0.49 0.27 1.02
C 0.567619 -6.553191 -0.005927 0.27 0.62 -0.79
C -0.755652 -6.894906 0.109043 -0.94 -0.10 -0.23
C -1.115702 -7.900897 0.977259 -0.87 -0.14 0.00
C -0.189790 -8.577663 1.726526 -0.37 -0.35 0.31
C 1.137593 -8.240394 1.580945 0.13 -0.99 0.84
C 1.511901 -7.248149 0.721671 1.00 0.22 -0.02
C 1.402546 -3.251331 -2.259469 0.56 -0.25 -2.10
O 2.439279 -3.714230 -2.792850 -0.46 0.18 0.92
O 0.368897 -2.894187 -2.873658 -0.28 0.06 1.14
N 0.430955 -2.231756 -0.091449 -0.42 -0.30 0.23
C 0.254912 -0.927079 -0.747816 -0.75 0.30 0.12
C 0.161739 0.279589 0.221732 -1.10 -0.14 -1.40
C -0.979080 1.187984 -0.266249 -0.05 0.47 0.40
O 1.378824 1.010079 0.239871 0.32 -0.10 0.75
P -0.995512 -2.952997 0.382290 -0.47 0.05 -1.60
N -1.678984 -3.948297 -0.575233 0.33 -0.12 0.23
O -0.745253 -3.533276 1.876959 -0.24 0.19 -0.11
O -2.033519 -1.719524 0.652973 0.72 -0.31 1.05
H 4.503621 -3.994680 0.733317 0.07 0.20 -0.14
H 5.220614 -2.568295 1.541243 0.03 -0.11 -0.19
H 4.119106 -3.641742 2.399699 0.08 0.12 -0.01
H 2.276727 -2.558941 1.669217 -0.29 0.21 -0.35
H 3.393654 -1.273712 1.184976 -0.38 0.01 0.10
H 2.867209 -1.582800 -0.934369 -0.01 0.02 0.04
H 2.686925 -4.730982 -0.191966 0.00 0.18 -0.05
H 1.405131 -4.554425 0.978593 -0.44 0.03 -0.11
H -1.549560 -6.403985 -0.434456 0.34 0.35 -0.17
H -2.169012 -8.144896 1.070545 0.03 -0.04 0.00
H -0.543220 -9.349865 2.399162 0.29 -0.05 0.07
H 1.865975 -8.797561 2.160741 0.17 0.17 -0.10
H 2.565841 -7.017479 0.626070 -0.05 0.16 -0.13
H 1.032764 -0.705049 -1.475892 0.16 -0.36 0.14
H -0.667948 -0.970549 -1.330973 0.15 0.08 -0.13
H -0.144311 -0.082270 1.206184 0.71 0.14 0.20
H -1.230228 1.944658 0.488066 0.15 -0.04 -0.02
H -1.893107 0.629125 -0.465939 0.12 -0.09 -0.03
H -0.700278 1.738319 -1.174030 0.03 -0.23 -0.06
H 1.278391 1.782059 -0.321959 -0.07 -0.02 -0.03
H -1.083486 -4.049595 -1.401623 -0.27 -0.08 -0.11
H -1.171697 -4.403872 1.873993 0.12 -0.05 0.08
H -1.995311 -1.539978 1.603922 -0.20 0.29 -0.09
C 4.452957 3.108768 0.428663 0.07 -0.01 0.03
C 3.873054 4.053171 -0.613309 0.19 -0.14 0.06
N 3.633127 5.394925 -0.111766 -0.21 0.19 0.01
C 2.831283 6.209418 -1.007956 -0.20 -0.01 -0.09
C 3.415636 6.560620 -2.381512 -0.06 0.14 -0.04
C 4.775169 6.058683 0.490314 0.20 -0.11 0.21
C 6.033677 6.245853 -0.367757 0.06 0.14 0.07
H 3.822898 3.070883 1.318065 -0.01 0.03 -0.01
H 4.513005 2.100556 0.017919 -0.03 0.01 0.00
H 5.461937 3.398497 0.728036 -0.01 0.01 0.00
H 2.917299 3.635274 -0.941824 -0.05 0.17 -0.07
H 4.532905 4.052530 -1.494404 -0.03 -0.07 -0.04
H 2.557442 7.135331 -0.493302 0.12 -0.01 0.08
H 1.882914 5.686231 -1.168807 0.06 -0.11 0.02
H 4.190775 7.322879 -2.310942 0.06 -0.06 -0.01
H 2.627994 6.968515 -3.019397 -0.01 -0.02 0.01
H 3.827384 5.689222 -2.891018 0.01 -0.01 0.03
H 5.056521 5.498885 1.386132 -0.03 -0.09 -0.06
H 4.454534 7.032673 0.870003 -0.13 0.00 -0.12
H 6.290992 5.346629 -0.928608 -0.04 -0.01 0.00
H 6.883327 6.480616 0.277889 -0.01 -0.02 0.00
H 5.929640 7.073863 -1.067537 0.00 -0.07 -0.09
C -5.407236 4.319609 -0.054726 -0.04 0.02 -0.02
C -4.959341 2.867828 -0.147004 -0.08 0.13 -0.12
N -5.598983 2.003414 0.826042 0.06 -0.11 0.28
C -4.975046 0.691452 0.926044 0.23 -0.15 0.01
C -5.028174 -0.230113 -0.295120 -0.02 -0.18 0.07
C -7.050288 2.012302 0.824446 -0.18 0.23 -0.04
C -7.770832 1.636041 -0.477213 -0.17 -0.06 0.07
H -5.262554 4.710568 0.953928 -0.04 -0.05 0.02
H -4.818341 4.930498 -0.740899 0.00 -0.02 -0.01
H -6.456347 4.444194 -0.328393 0.01 0.01 0.02
H -3.880908 2.842778 0.031006 -0.02 -0.18 0.04
H -5.113516 2.516978 -1.179043 0.06 0.04 -0.04
H -5.399452 0.163803 1.785660 -0.13 0.10 -0.01
H -3.921733 0.847335 1.184319 -0.01 0.12 -0.06
H -6.017576 -0.665439 -0.434557 -0.03 0.08 -0.06
H -4.334313 -1.060164 -0.152657 0.03 0.03 -0.03
H -4.738238 0.280762 -1.214153 -0.01 0.02 0.01
H -7.382543 3.012514 1.118320 0.07 0.03 -0.05
H -7.405310 1.362709 1.628799 0.16 -0.10 -0.01
H -7.325744 2.113391 -1.351136 0.04 0.00 0.02
H -8.813040 1.961363 -0.424099 0.01 0.02 0.01
H -7.782598 0.559686 -0.638376 0.09 0.01 -0.09
```
Positions in Å, forces in eV/Å.